DFT (the ωB97M-V functional and the def2-TZVPD basis) results for a molecular structure, C57H51FeN5O8S3SbSi.

As for the net charge: -2. For the lowest unoccupied orbital energy (alpha / beta), the calculation gives 3.72 / 3.72 eV. As for the multiplicity: 6. Its HOMO-LUMO gap (alpha / beta) is 6.98 / 6.95 eV. The HOMO energy (alpha / beta) comes out at -0.1199 / -0.1186 hartree.

The geometry in XYZ format:
```
127
Properties=species:S:1:pos:R:3:forces:R:3
C -2.1791 2.2724 -2.3568 -0.05 0.03 0.12
H 2.0261 -7.4515 -1.9005 0.01 0.00 0.00
H -3.1406 -4.9347 2.2093 0.01 -0.01 0.01
C 1.5607 -4.1617 -2.6541 -0.04 0.02 0.09
C 2.2097 -6.4861 -2.3569 0.00 0.03 -0.03
O 5.0714 -2.5142 0.0244 0.04 0.15 0.05
S 1.7286 2.7902 4.3628 -0.08 0.03 0.17
H 0.7195 -2.9820 -5.6585 0.00 -0.02 -0.01
O 3.6713 -3.2305 5.8840 -0.03 0.01 0.07
O 5.1736 -3.8787 4.4896 0.05 -0.03 -0.01
H -4.9694 3.6590 -0.4381 0.01 -0.01 0.03
C -1.3986 3.3045 4.2915 0.08 -0.05 -0.02
N 4.1497 -3.2652 4.7609 -0.07 0.09 -0.11
C 3.3203 -1.9511 1.3979 -0.02 -0.17 0.05
H -4.4943 -1.3101 -3.5505 -0.02 0.03 0.04
C -2.3533 6.8599 1.5053 0.00 -0.01 0.04
C 3.0671 -2.6070 -4.0075 -0.05 -0.10 -0.01
Fe -0.0937 1.1040 0.9300 0.15 0.56 0.19
H 4.1497 -2.5262 -4.1096 0.00 0.01 0.02
H 0.4635 2.2778 -4.4838 0.00 0.01 0.01
C -4.1392 3.4607 0.2474 0.05 0.07 -0.04
C 2.1258 -1.1619 1.6075 0.03 -0.10 0.05
O -0.5627 2.5476 2.1193 -0.51 -0.27 0.75
H -3.5574 0.1220 2.2989 -0.01 0.02 -0.01
H 4.8304 2.5682 1.9250 0.01 -0.01 -0.01
C 5.3316 4.4627 0.0983 -0.13 -0.06 0.06
C -1.5455 1.6182 -1.2602 -0.19 -0.10 -0.28
H 3.9603 -7.1226 -3.4298 0.01 0.01 0.02
S -2.0286 1.7570 4.5881 -0.13 -0.10 -0.15
C -1.6495 6.2518 0.5126 0.07 0.03 0.00
C -3.6128 -1.7951 -3.9489 0.02 0.01 0.04
N -0.2459 1.2542 -1.3754 0.51 -0.06 -0.06
H -5.2350 0.5834 1.9393 0.02 0.01 -0.01
O 0.0090 -0.4363 4.4993 -0.13 -0.13 -0.04
C -1.3103 -3.0224 -4.9535 0.00 -0.05 0.04
C -3.6018 -2.2793 -5.2458 0.00 -0.03 -0.02
H 2.7429 1.3268 2.2045 0.04 -0.04 -0.02
C -2.4532 -2.8817 -5.7382 -0.02 0.02 0.03
H 2.6291 -2.4390 -4.9946 -0.01 0.01 0.00
C 3.9816 2.7803 1.2855 0.00 -0.03 0.09
C 1.8103 3.3401 -0.3345 0.09 0.12 0.19
C -4.8813 0.7245 -0.8620 0.07 -0.08 -0.13
C 3.2926 -6.3001 -3.2017 -0.05 0.02 -0.01
Sb 0.2685 -2.4837 -2.1190 -0.23 -0.21 -0.14
C 2.6959 -3.9619 -3.4547 0.01 0.11 0.02
H -1.1823 -5.0479 -2.9463 0.00 -0.03 0.00
H 2.5439 1.8712 -2.7839 0.02 0.04 0.00
H -2.5120 3.9804 7.3711 0.01 -0.02 -0.01
C 0.4544 1.4886 -2.4924 0.04 -0.14 0.10
C -1.3219 -2.5508 -3.6328 0.10 0.07 -0.02
H -2.9523 7.7562 1.4544 0.02 -0.02 -0.03
H 3.0760 4.8096 -1.2714 -0.01 0.00 0.00
H 2.7413 -1.8071 -3.3440 0.04 -0.01 -0.02
C 3.9741 -2.6024 2.4253 0.06 -0.07 -0.21
C -0.1185 2.1141 -3.5863 -0.12 0.00 -0.05
C -0.9137 -2.9784 0.5876 0.04 0.02 -0.10
H -2.4385 -3.2523 -6.7583 0.00 -0.02 0.01
H -3.2787 4.0456 -0.0865 -0.06 -0.02 0.02
H 0.2598 -4.5062 -4.9224 0.00 0.00 -0.01
C -1.9770 -5.3154 -2.2554 -0.03 0.05 0.04
C -2.5926 -5.1057 0.1430 0.02 -0.01 0.03
C -2.5855 2.2026 6.1319 -0.03 0.04 0.05
C -4.2047 0.9486 1.9935 0.15 -0.07 0.13
H 2.0040 0.2853 -3.3355 -0.01 0.01 0.02
C 4.0909 3.7595 0.2981 0.16 0.07 -0.04
C 2.2888 -1.8472 3.9661 0.13 0.05 0.10
H -3.1058 1.4872 6.7503 0.03 0.01 -0.02
C 1.6789 2.3409 0.6300 -0.11 -0.45 -0.13
C -2.5254 -4.5409 1.4088 0.02 0.04 -0.04
C 0.2954 -0.5644 3.3173 0.18 -0.15 -0.08
C -2.4770 -1.9257 -3.1602 0.02 0.03 -0.05
C 3.0279 3.8838 4.5761 -0.03 0.02 0.08
H -0.2821 -2.1169 0.7678 0.01 -0.01 0.04
H -1.1688 5.1328 5.4279 0.02 -0.02 0.00
N -2.0678 1.3010 -0.0757 0.36 -0.11 0.30
C 1.8884 1.0330 -2.5469 -0.10 -0.05 0.13
C 3.5334 -5.0406 -3.7294 0.02 -0.02 0.01
H -1.6133 -3.0020 2.6122 -0.01 0.04 -0.03
H -3.2543 -5.9490 -0.0319 -0.01 0.01 0.00
C -2.2688 3.4986 6.4331 0.03 0.04 -0.05
C 2.7917 2.0881 1.4374 0.15 0.13 -0.20
H -1.5938 6.6269 -0.5010 -0.03 -0.04 0.01
C -0.1021 -3.6925 -5.5525 -0.01 0.03 0.05
H 2.1980 0.5997 -1.5972 -0.04 -0.05 0.00
C -0.9971 5.0695 0.9586 -0.01 0.07 -0.04
H -4.6341 0.8693 -1.9156 -0.01 0.00 -0.02
H -0.3288 -4.0934 -6.5415 0.00 0.01 0.00
H -1.9652 -6.4001 -2.1238 -0.02 0.00 -0.01
H 3.9180 3.5744 5.1024 0.00 0.00 -0.06
C 0.8078 3.9568 3.4980 -0.09 0.07 0.04
O 3.2041 -2.0943 -0.9234 -0.22 0.25 0.33
N 6.3239 5.0243 -0.0681 -0.02 0.00 0.00
H 1.0568 6.0145 2.9268 0.03 -0.04 -0.02
C 3.4731 -2.5462 3.7045 -0.08 0.00 0.13
C 2.9931 4.0437 -0.5084 -0.10 0.06 -0.06
C 1.3605 -5.4201 -2.0869 0.02 0.00 -0.03
C -1.2011 4.7989 2.2754 -0.09 0.00 0.12
C -1.5672 4.1284 5.3754 -0.05 -0.01 0.06
H -4.1552 1.7132 2.7667 0.02 -0.01 0.05
C -1.4565 2.5089 -3.4971 0.11 -0.03 -0.01
H 3.4523 5.9316 4.0425 -0.02 -0.02 0.01
H 4.4085 -4.8782 -4.3505 -0.01 0.00 0.01
H -5.9065 1.0758 -0.7040 0.02 -0.02 0.02
C 1.6302 -1.1877 2.9678 -0.05 -0.02 -0.06
H 0.5361 -5.5756 -1.4024 -0.02 0.01 -0.02
H -2.4985 -1.5228 -2.1502 -0.01 0.00 0.01
N 3.8937 -2.1757 0.0792 0.22 -0.24 -0.20
H -0.4076 4.4190 0.3354 0.04 -0.03 -0.02
H -4.4802 -2.1874 -5.8740 0.01 0.01 0.00
H -4.4184 3.8372 1.2356 0.02 0.00 -0.03
H 1.8745 -1.8185 4.9637 -0.03 -0.01 -0.01
S -2.2285 5.9933 2.9768 -0.01 -0.02 0.01
H 0.9756 3.5897 -0.9794 0.01 -0.05 -0.11
Si -3.7085 1.6211 0.3270 -0.31 -0.05 -0.05
H -2.9259 -5.0418 -2.7250 0.02 0.02 -0.02
C 1.4711 5.1429 3.4162 0.14 -0.03 -0.08
C -1.8270 -4.6270 -0.9193 0.04 -0.05 -0.04
C 2.7603 5.0998 4.0283 -0.05 0.01 -0.06
C -0.6025 3.5913 3.0185 0.25 0.24 -0.54
C -1.6786 -3.4680 1.6367 -0.03 -0.03 0.00
O -0.4746 -0.2932 2.3142 -0.21 0.37 0.12
O 1.5847 -0.4823 0.7065 -0.19 0.15 -0.55
H -4.8601 -0.3517 -0.6602 0.01 0.03 -0.01
H -1.9265 3.0113 -4.3358 -0.02 -0.01 -0.01
C -0.9667 -3.5418 -0.6914 0.06 0.10 0.08
H 4.8545 -3.1844 2.2072 0.05 0.03 0.01
H -3.2111 2.5848 -2.2750 0.02 0.03 -0.01
```
Forces are in eV/Å.